This record from the OMol25 dataset describes C24H18ClFINO6Sn as an isolated structure in a non-equilibrium geometry. The level of theory is ωB97M-V/def2-TZVPD.

```
! RIJCOSX wB97M-V def2-TZVPD def2/J DEFGRID3
* xyz 0 1
Sn 0.9135 0.0553 0.3744
O -1.3605 2.1247 2.7617
C -0.8788 2.0217 1.6589
O 0.3946 1.8506 1.3943
C -1.7749 2.0691 0.4170
C -0.9741 2.2745 -0.8683
C -1.8997 2.5464 -2.0486
C -2.5028 1.1451 -2.3146
C -1.8576 0.3150 -1.2141
O -0.5113 0.9058 -1.1638
C -2.4439 0.6778 0.1608
C -2.0723 -0.4111 1.1799
O -2.9195 -0.9936 1.8131
O -0.7899 -0.7427 1.2169
H -2.5080 2.8573 0.5746
H -0.1227 2.9391 -0.7711
H -1.3325 2.9002 -2.9075
H -2.6508 3.2924 -1.7954
H -2.2085 0.7689 -3.2932
H -3.5887 1.1178 -2.2435
H -1.7905 -0.7478 -1.4158
H -3.5287 0.7307 0.1341
Cl 0.7322 -3.3434 -5.8459
C 1.2093 -2.3993 -4.4683
C 2.1984 -1.4683 -4.5945
C 2.6109 -0.6949 -3.4880
I 4.1346 0.6964 -3.7133
C 2.0199 -0.8271 -2.2507
O 2.3534 -0.1587 -1.1742
C 0.9811 -1.8048 -2.1375
N 0.4217 -1.9064 -0.9071
C -0.5063 -2.8139 -0.6899
C -0.9748 -3.6589 -1.7091
C -0.4528 -3.5420 -2.9700
C 0.5712 -2.6035 -3.2183
H 2.6726 -1.3214 -5.5548
H -0.9070 -2.8650 0.3145
H -1.7554 -4.3722 -1.4870
H -0.8064 -4.1668 -3.7788
F 0.1239 1.9601 6.5547
C 0.7271 1.4217 5.4789
C 1.6988 2.1543 4.8320
C 2.3127 1.5938 3.7249
C 1.9660 0.3194 3.2807
C 2.6115 -0.2474 2.0952
C 0.9737 -0.3850 3.9651
C 0.3452 0.1607 5.0691
H 1.9374 3.1490 5.1818
H 3.0703 2.1502 3.1866
H 2.5222 -1.3058 1.8791
H 3.4038 0.2895 1.5903
H 0.6601 -1.3530 3.5924
H -0.4478 -0.3547 5.5924
*
```

Energy above the lowest of the compared OMol25 structures with the same formula, charge and spin ... 36.2 kcal per mole

This record from the OMol25 dataset describes a single C19H23N5O3S molecule in a non-equilibrium geometry. The level of theory is ωB97M-V/def2-TZVPD.

```
! RIJCOSX wB97M-V def2-TZVPD def2/J DEFGRID3
* xyz 0 1
C -4.3072 -1.8621 -0.4455
C -2.8845 -1.3800 -0.7094
N -2.3090 -0.7904 0.4722
C -2.2178 0.5277 0.8293
C -2.6479 1.6666 -0.0307
O -2.1219 1.5881 -1.3351
C -0.7501 1.5908 -1.5011
C 0.1486 1.8603 -0.4792
C 1.5078 1.8218 -0.7374
C 1.9698 1.5192 -2.0018
C 1.0789 1.2600 -3.0358
C 1.5908 0.9389 -4.4065
C -0.2930 1.2964 -2.7917
C -1.2707 1.0214 -3.8958
N -1.6522 0.6386 1.9964
N -1.3668 -0.5940 2.4447
C -1.7535 -1.4486 1.5277
S -1.5802 -3.1734 1.5770
C -0.5719 -3.3602 3.0845
C 0.8943 -3.0108 2.8161
O 1.7193 -3.8493 2.5664
N 1.1142 -1.6690 2.8982
C 2.2913 -1.0154 2.6127
C 2.4160 0.4035 2.5749
C 3.7265 0.6001 2.2577
C 4.5363 1.8263 2.0540
O 4.3287 -0.5938 2.1199
N 3.4345 -1.5906 2.3407
H -4.9421 -1.0349 -0.1353
H -4.7181 -2.2964 -1.3520
H -4.3099 -2.6189 0.3356
H -2.2520 -2.2235 -1.0023
H -2.8703 -0.6291 -1.5013
H -2.3719 2.6017 0.4706
H -3.7347 1.6498 -0.1686
H -0.1922 2.0949 0.5158
H 2.2031 2.0258 0.0621
H 3.0321 1.4829 -2.1925
H 1.2546 1.6849 -5.1261
H 1.2220 -0.0306 -4.7384
H 2.6772 0.9174 -4.4140
H -1.1699 -0.0051 -4.2487
H -1.0850 1.6828 -4.7405
H -2.2878 1.1777 -3.5509
H -0.6478 -4.4165 3.3395
H -1.0182 -2.7368 3.8571
H 0.2979 -1.0617 3.0299
H 1.6459 1.1233 2.7538
H 4.8975 1.8708 1.0273
H 3.9362 2.7064 2.2647
H 5.4033 1.8128 2.7120
*
```

SMILES ... CCn1c(COc2cccc(C)c2C)nnc1SCC(=O)Nc1cc(C)on1
Energy above the lowest of the compared OMol25 structures with the same formula, charge and spin ... 51.1 kcal per mole

This record from the OMol25 dataset describes a single C9H17N5S molecule in a non-equilibrium geometry. The level of theory is ωB97M-V/def2-TZVPD.

```
! RIJCOSX wB97M-V def2-TZVPD def2/J DEFGRID3
* xyz 0 1
C -1.1207 1.9710 -0.2271
C -2.6345 1.6796 0.1221
C -2.9662 0.2411 -0.2443
C -1.9593 -0.7642 0.3535
C -1.0427 -1.5205 -0.6798
C -0.0113 -2.4794 0.0569
N 0.6535 -1.8486 1.2124
C 1.3836 -0.6902 1.3869
S 1.6271 0.1248 2.7809
N 2.0509 -0.2715 0.1966
N 2.4380 -1.2810 -0.7313
C 3.1118 -0.6395 -1.6196
N 3.1900 0.7046 -1.3768
C 2.6415 0.9055 -0.1813
N 2.7393 2.1518 0.3271
H -0.4515 1.1914 0.2268
H -0.8734 2.9329 0.2643
H -0.9991 2.1171 -1.4209
H -3.4120 2.3439 -0.4241
H -2.7313 1.8949 1.2003
H -4.0097 0.1471 0.0448
H -3.0453 0.1893 -1.3804
H -1.2898 -0.2033 1.1534
H -2.5712 -1.5886 0.9530
H -0.2326 -0.8258 -1.1969
H -1.4248 -1.8769 -1.6955
H -0.3979 -3.3797 0.5276
H 0.7914 -2.8750 -0.5262
H 0.1508 -2.0272 2.0441
H 3.9400 -1.1022 -2.3273
H 2.7341 2.2025 1.3118
H 3.7212 2.5762 -0.1309
*
```

SMILES ... CCCCCCNC(=S)n1ncnc1N
Energy above the lowest of the compared OMol25 structures with the same formula, charge and spin ... 24.6 kcal per mole

This record from the OMol25 dataset describes C4H3N3O2 as an isolated structure in a non-equilibrium geometry. The level of theory is ωB97M-V/def2-TZVPD.

```
! RIJCOSX wB97M-V def2-TZVPD def2/J DEFGRID3
* xyz 0 1
C -1.4883 -0.2574 0.0544
C 0.5572 0.7406 -0.3941
C 1.7771 -0.1169 0.0421
C -0.1219 -0.4798 -0.3727
H -3.1149 -0.9841 1.1589
H -2.3266 -2.1818 -0.4345
H -2.2962 1.7213 -0.1303
N -2.6640 -1.0095 0.0195
N -1.3484 1.1703 0.1548
N -0.1868 1.7636 0.0402
O 2.9658 -0.0471 0.2098
O 1.1326 -1.3711 0.0310
*
```

Energy above the lowest of the compared OMol25 structures with the same formula, charge and spin ... 121.6 kcal per mole

This record from the OMol25 dataset describes a 2-piece molecular cluster, C4H9NO overall in a non-equilibrium geometry. The level of theory is ωB97M-V/def2-TZVPD.

```
! RIJCOSX wB97M-V def2-TZVPD def2/J DEFGRID3
* xyz 0 1
C -1.9386 -1.6618 -0.8592
N -2.6652 -1.8094 0.1655
C -1.9845 -2.2012 1.3789
H -0.8558 -1.8084 -0.8299
H -2.3301 -1.1869 -1.7537
H -0.8930 -2.2295 1.3314
H -2.3609 -3.2086 1.6176
H -2.3733 -1.6244 2.2185
C 2.3356 2.8807 -0.4441
C 1.9058 1.4331 -0.5091
O 1.7161 0.8958 -1.5636
H 2.4027 3.3720 -1.4055
H 3.3298 2.9666 0.0108
H 1.6838 3.3992 0.2653
H 2.0277 0.7828 0.3770
*
```

SMILES ... C=NC.CC=O
Energy above the lowest of the compared OMol25 structures with the same formula, charge and spin ... 57.2 kcal per mole

This record from the OMol25 dataset describes a single C6H11N molecule in a non-equilibrium geometry. The level of theory is ωB97M-V/def2-TZVPD.

```
! RIJCOSX wB97M-V def2-TZVPD def2/J DEFGRID3
* xyz 0 1
C -2.0017 0.6458 0.8206
C -0.7354 0.7709 0.3663
C -0.0893 -0.3848 -0.1824
C -0.4383 -1.3737 -0.9178
C 0.3850 -2.6356 -1.0394
N 0.0363 1.8760 0.8067
C 1.3652 2.0770 0.4611
H -2.5833 -0.2675 0.8499
H -2.2530 1.4111 1.5606
H 1.0422 -0.5009 -0.0934
H -1.4776 -1.6770 -1.2161
H 1.3320 -2.3415 -1.4520
H 0.4117 -3.4132 -0.1887
H -0.0242 -3.3063 -1.8415
H -0.3335 2.8328 0.7166
H 1.7641 2.1962 -0.5259
H 1.9866 1.0829 0.8161
H 1.6131 3.0079 1.0593
*
```

SMILES ... C=C(/C=C/C)NC
Energy above the lowest of the compared OMol25 structures with the same formula, charge and spin ... 76.9 kcal per mole